{"formula": "C32H29InN3O5S2", "method": "the ωB97M-V functional and the def2-TZVPD basis", "species": ["In", "C", "C", "C", "C", "C", "C", "C", "H", "H", "H", "H", "H", "H", "H", "H", "O", "C", "C", "C", "N", "C", "C", "C", "O", "O", "C", "O", "O", "H", "H", "H", "S", "C", "N", "C", "C", "N", "C", "C", "C", "C", "C", "C", "C", "C", "S", "C", "C", "C", "C", "C", "C", "C", "H", "H", "H", "H", "H", "H", "H", "H", "H", "H", "H", "H", "H", "H", "H", "H", "H", "H"], "xyz": [[2.302454, -0.703454, -1.010799], [2.695130, -3.072754, 2.042877], [3.550322, -2.012475, 1.409149], [4.136171, -2.226371, 0.143907], [5.082137, -1.322970, -0.365415], [5.392896, -0.173053, 0.340795], [4.767119, 0.073693, 1.556997], [3.861828, -0.836561, 2.084429], [1.767273, -3.231722, 1.492404], [2.445017, -2.806916, 3.068066], [3.234860, -4.020589, 2.053958], [3.977985, -3.172649, -0.365112], [5.567261, -1.534655, -1.308156], [6.128560, 0.518865, -0.047224], [4.997375, 0.976881, 2.107471], [3.406116, -0.642401, 3.047049], [2.907551, 5.398717, -1.655017], [2.838425, 4.092445, -1.393973], [2.085836, 3.570096, -0.331336], [2.079524, 2.205551, -0.150241], [2.783590, 1.416691, -0.946927], [3.457777, 1.874564, -1.993102], [3.522256, 3.222829, -2.254283], [4.056072, 0.792904, -2.898547], [4.844794, 1.121376, -3.753454], [3.655180, -0.423854, -2.648908], [1.153834, 1.460447, 0.810703], [0.380364, 2.104360, 1.502902], [1.242350, 0.173994, 0.765528], [2.425009, 5.920957, -1.005997], [1.497425, 4.195223, 0.328778], [4.069360, 3.598912, -3.107140], [0.530371, -2.568652, -0.730512], [-0.803705, -1.532895, -0.632679], [-1.939585, -1.951405, -0.119531], [-3.055212, -1.022428, 0.055118], [-2.511731, 0.344540, 0.382213], [-1.626591, 0.742643, -0.707460], [-1.713790, 2.144089, -1.124947], [-2.984878, 2.423243, -1.894527], [-3.170605, 1.877570, -3.162882], [-4.331052, 2.142545, -3.872190], [-5.312982, 2.955851, -3.321940], [-5.131756, 3.500648, -2.060603], [-3.971902, 3.233308, -1.346000], [-0.786001, -0.134847, -1.210908], [0.235170, 0.193614, -2.508345], [-2.151520, -3.303548, 0.401427], [-2.224530, -3.293037, 1.913207], [-3.292614, -3.888842, 2.570166], [-3.346952, -3.884859, 3.957278], [-2.340926, -3.275342, 4.690413], [-1.276349, -2.670264, 4.036203], [-1.214917, -2.680033, 2.652179], [-3.684008, -1.390655, 0.862741], [-3.649649, -0.981547, -0.862841], [-1.954328, 0.354664, 1.323615], [-3.327344, 1.061293, 0.443124], [-0.841102, 2.374903, -1.730213], [-1.678232, 2.740049, -0.213169], [-2.398077, 1.253785, -3.597077], [-4.464129, 1.723812, -4.861225], [-6.216187, 3.167487, -3.878586], [-5.890658, 4.141086, -1.630435], [-3.833414, 3.667219, -0.361795], [-1.342960, -3.941009, 0.054298], [-3.086012, -3.680702, -0.017098], [-4.084287, -4.363037, 2.001085], [-4.177468, -4.359072, 4.463078], [-2.389092, -3.264507, 5.771092], [-0.488799, -2.192198, 4.604223], [-0.384054, -2.201556, 2.144120]], "forces_ev_per_a": [[-0.135, 0.121, 0.006], [0.025, 0.049, -0.028], [0.060, -0.032, 0.008], [-0.083, 0.084, 0.096], [0.065, -0.036, -0.016], [0.060, 0.023, 0.068], [-0.007, -0.041, -0.033], [0.037, 0.015, 0.042], [0.032, 0.005, 0.050], [-0.021, -0.002, 0.001], [-0.019, -0.019, 0.035], [-0.042, 0.013, -0.023], [-0.042, 0.023, -0.003], [-0.018, 0.007, -0.023], [0.015, -0.009, 0.013], [-0.011, -0.009, -0.012], [0.121, 0.104, -0.161], [-0.040, -0.352, 0.146], [0.032, 0.054, 0.054], [-0.158, 0.046, -0.072], [-0.065, -0.285, -0.026], [0.068, 0.043, -0.147], [0.047, 0.170, 0.030], [0.199, 0.103, -0.029], [-0.145, -0.046, 0.105], [-0.416, -0.084, 0.191], [0.008, 0.159, 0.346], [0.049, -0.092, -0.217], [-0.007, -0.152, -0.311], [-0.069, 0.003, 0.085], [0.003, 0.015, -0.026], [0.008, -0.033, 0.002], [0.457, 0.118, -0.202], [-0.252, -0.437, 0.265], [0.294, 0.249, -0.157], [-0.234, 0.289, -0.068], [-0.107, -0.172, 0.144], [0.199, -0.426, 0.065], [-0.084, 0.283, -0.194], [0.030, -0.051, 0.086], [-0.006, -0.011, 0.042], [0.036, -0.042, -0.031], [-0.012, 0.011, 0.023], [-0.058, 0.044, 0.022], [0.021, -0.035, -0.018], [-0.020, 0.701, -0.252], [-0.027, -0.109, -0.037], [-0.038, -0.282, 0.272], [0.038, 0.090, -0.051], [0.010, -0.018, -0.037], [-0.010, -0.032, 0.031], [-0.037, -0.001, 0.020], [0.063, 0.019, -0.024], [-0.040, 0.014, -0.033], [0.071, -0.051, 0.043], [0.008, -0.074, 0.017], [0.027, 0.014, -0.019], [0.005, 0.023, -0.040], [0.062, -0.048, 0.054], [0.048, -0.015, 0.061], [0.015, 0.000, -0.033], [-0.005, 0.001, 0.012], [0.008, 0.002, 0.000], [-0.002, -0.015, -0.010], [0.024, 0.006, -0.009], [-0.041, 0.009, -0.059], [-0.001, 0.069, -0.058], [0.011, 0.001, -0.005], [-0.001, 0.018, 0.000], [0.006, -0.015, -0.005], [-0.021, 0.010, 0.007], [0.013, 0.020, 0.027]], "mulliken_charge": [0.58, -1.38, 1.04, -0.57, -0.48, -0.39, -0.65, -0.37, 0.10, 0.39, 0.43, 0.50, 0.38, 0.49, 0.46, 0.38, -0.53, 0.99, -0.77, 0.01, 0.48, 0.27, -0.89, 0.45, -0.66, -0.69, 0.13, -0.76, -0.18, 0.32, 0.52, 0.64, -0.32, 0.90, 0.13, -0.79, -0.78, 0.59, -1.67, 0.34, -0.26, -0.77, -0.43, -0.72, -0.13, -0.18, -0.06, -1.48, 0.58, -0.47, -0.60, -0.52, -0.99, 0.33, 0.51, 0.35, 0.29, 0.53, 0.81, 0.47, 0.42, 0.42, 0.40, 0.40, 0.43, 0.50, 0.44, 0.39, 0.40, 0.40, 0.46, 0.46], "homo_lumo_gap_ev": 7.64, "spin_multiplicity": 1, "charge": 1, "homo_ev": -11.9, "e_above_lowest_kcal_mol": 0.0}